70
Properties=species:S:1:pos:R:3:forces:R:3 method="wB97M-V/def2-TZVPD" gap_ev=7.097 lumo_energy_ha=-0.0135 homo_energy_ev=-7.46 de_lowest_ev=0.000 charge=0 e_tot_ha=-1891.68901
Li -6.9529 19.4733 -62.7637 -0.1 0.1 0.1
B -5.1450 20.1950 -64.5699 -1.6 -1.0 1.1
F -5.4090 20.9679 -63.4122 0.6 0.4 1.0
F -4.0298 20.4943 -65.2149 1.0 1.3 -1.1
F -5.0658 18.8605 -64.1758 -0.2 -0.9 0.9
F -6.3938 20.3151 -65.2145 -0.4 0.2 -1.3
C -4.9088 19.0469 -60.5834 2.5 2.6 -0.8
O -6.2775 19.2802 -60.7907 -0.7 -0.2 0.5
H -4.6379 19.1051 -61.6512 1.9 -0.4 1.0
H -4.6485 18.1750 -59.9928 -0.3 -0.9 -0.7
H -4.4833 19.8474 -59.8821 -0.3 -0.5 -1.5
H -6.4487 18.7672 -60.0302 -2.9 -0.6 1.2
C -5.5637 23.6807 -60.8290 -0.3 0.2 2.6
O -5.8274 24.7519 -61.6806 0.0 0.8 1.4
H -5.1546 22.7660 -61.2649 -0.1 0.2 -0.4
H -6.5669 23.4671 -60.3594 1.1 -0.4 -0.1
H -4.8412 23.9623 -59.9452 -1.2 -0.3 -1.6
H -5.5842 24.5422 -62.5576 0.6 -0.6 -1.8
C -8.8468 21.2227 -61.6019 -1.5 1.2 3.4
O -8.4830 20.6974 -62.8384 1.1 -1.9 1.3
H -10.0118 21.0834 -61.3478 2.5 0.4 -0.7
H -8.5567 22.3061 -61.4474 -0.6 -1.0 -0.7
H -8.2668 20.7578 -60.6923 -1.0 0.2 -2.2
H -8.6633 21.2007 -63.6002 -0.5 1.4 -1.0
C -3.4334 23.8236 -64.1707 -3.1 3.5 -1.9
O -4.9140 23.6828 -64.0972 0.9 4.9 -0.8
H -2.9743 24.8264 -64.3774 -1.3 -0.6 -0.2
H -3.1865 23.1464 -64.8684 1.8 -2.4 -2.2
H -3.2824 23.6201 -63.2345 2.5 -1.6 5.1
H -5.0173 22.7871 -64.1544 -0.8 -3.7 0.0
C -7.0090 23.2583 -66.6793 -4.1 2.5 -2.3
O -8.2232 22.4758 -67.0604 0.8 1.4 -0.7
H -7.2455 24.1774 -66.0942 0.1 -1.1 0.0
H -6.4287 23.6245 -67.5494 -1.2 -0.2 -0.4
H -6.3595 22.6311 -66.3190 3.4 -3.3 3.1
H -8.5436 21.7816 -66.4656 1.0 0.5 0.2
C -7.4551 16.8647 -63.3008 -2.8 0.2 -4.6
O -8.1693 17.8715 -62.6518 1.2 1.0 0.0
H -6.7976 17.3520 -63.9863 0.0 0.5 -1.3
H -7.9585 16.0159 -63.8813 0.0 1.5 1.0
H -6.7679 16.4728 -62.7501 3.7 -2.9 4.4
H -9.0480 17.6841 -62.4286 -1.8 -0.6 0.3
C -5.0349 16.9704 -68.0828 -4.3 2.8 3.9
C -5.8787 17.7467 -67.1375 -0.1 -1.9 -4.2
C -7.3000 17.5821 -67.3032 4.4 1.9 2.3
C -7.8132 16.5938 -68.0582 -3.6 0.3 1.6
C -6.9959 15.7135 -68.7152 -1.3 1.1 -0.1
C -5.6847 16.0001 -68.8333 3.6 0.4 1.0
O -4.8543 15.1831 -69.5092 3.9 -0.2 -2.0
O -8.0659 18.3701 -66.5192 -4.9 -3.8 -2.8
H -4.0324 17.2839 -67.9629 1.2 -0.5 -0.8
H -5.4637 18.6134 -66.6499 0.0 -0.2 0.3
H -8.9633 16.5733 -67.8420 2.1 -0.8 -1.2
H -7.4748 14.9146 -69.1603 -0.4 -1.7 -1.2
H -3.8527 15.5873 -69.5914 -4.1 -1.3 0.5
H -7.6522 18.9921 -66.0560 3.4 3.9 2.6
C -3.1642 18.6900 -70.6629 -2.5 -0.8 0.9
C -2.6783 19.3273 -69.5059 1.2 0.3 0.0
C -3.3910 20.1607 -68.5649 -1.9 -0.4 -2.8
C -4.7789 20.3875 -68.8520 1.7 1.1 1.4
C -5.3884 19.6004 -69.8438 0.1 1.4 -0.2
C -4.6776 18.8231 -70.7749 2.6 -0.7 -0.1
O -5.3032 18.1522 -71.8191 -1.5 1.2 1.4
O -2.6700 20.7991 -67.6316 0.8 0.2 0.2
H -2.4560 17.9060 -71.2843 -2.2 2.5 1.4
H -1.5728 19.3061 -69.3848 -0.8 -0.1 0.2
H -5.3654 21.3095 -68.3436 1.3 -2.6 -1.0
H -6.4534 19.9001 -69.8117 0.3 -1.1 -1.1
H -6.2636 18.4041 -71.6770 1.4 -0.7 -0.7
H -3.1854 21.4482 -67.1470 -0.3 -0.2 0.1

=====

10
Properties=species:S:1:pos:R:3:forces:R:3 method="wB97M-V/def2-TZVPD" gap_ev=10.312 lumo_energy_ha=0.0291 homo_energy_ev=-9.52 smiles=COP(O)O de_lowest_ev=1.327 charge=0 e_tot_ha=-608.16150
C -1.4561 -0.2446 0.1596 -2.3 0.7 2.9
O 2.1496 -0.8456 -0.3600 -1.3 -1.4 -3.3
O 0.7678 1.6184 -0.0497 -5.2 -6.4 0.9
O -0.2041 -0.8748 -0.0357 -1.2 -0.5 -1.9
P 1.0720 -0.2741 0.6310 0.7 4.3 1.0
H -1.3461 0.9071 0.2714 -0.2 -2.1 -0.7
H -1.7913 -0.6468 1.2030 0.2 0.9 -1.6
H -2.3069 -0.5700 -0.5325 1.9 0.5 0.4
H 1.6029 -1.1458 -1.2162 1.9 0.9 2.2
H 1.5122 2.0762 -0.0710 5.5 3.1 0.0

=====

19
Properties=species:S:1:pos:R:3:forces:R:3 method="wB97M-V/def2-TZVPD" gap_ev=11.354 lumo_energy_ha=-0.1309 homo_energy_ev=-14.92 smiles="CC(C)[C@H]([NH3+])C=O" de_lowest_ev=0.175 charge=+1 e_tot_ha=-327.45315
O -2.2791 1.2094 1.1549 -0.1 0.0 0.0
C -1.7496 0.1340 1.1481 0.3 0.0 0.0
C -0.9330 -0.3244 -0.0500 0.0 0.1 0.1
C 0.5421 -0.5315 0.3387 -0.2 0.0 0.2
C 1.3167 -1.1845 -0.7924 0.0 -0.2 -0.1
C 1.2008 0.7465 0.8507 0.2 0.0 -0.2
N -1.0620 0.7632 -1.0863 0.2 -0.2 0.0
H -1.7380 -0.5523 2.0108 -0.2 0.0 0.0
H -1.3306 -1.2461 -0.4718 -0.1 0.0 0.0
H 0.4926 -1.2403 1.1694 0.0 -0.1 0.0
H 2.3193 -1.4561 -0.4680 0.0 0.1 0.0
H 1.4338 -0.5306 -1.6593 0.0 0.1 0.0
H 0.8214 -2.1012 -1.1163 0.0 0.0 -0.1
H 0.6724 1.2171 1.6777 -0.1 0.0 0.1
H 1.3245 1.4934 0.0586 0.0 0.0 0.0
H 2.2098 0.5095 1.1860 0.0 0.1 0.0
H -2.0325 1.0428 -1.2451 0.0 0.0 0.2
H -0.5543 1.5799 -0.7308 -0.2 0.1 -0.2
H -0.6541 0.4711 -1.9749 0.1 0.0 0.0

=====

82
Properties=species:S:1:pos:R:3:forces:R:3 method="wB97M-V/def2-TZVPD" gap_ev="6.488 / 4.715" lumo_energy_ha="-0.2037 / -0.3147" homo_energy_ev="-12.03 / -13.28" multiplicity=3 de_lowest_ev=2.099 charge=+2 s_squared=2.07 e_tot_ha=-4103.71113
Au -1.3749 -1.3238 -0.5889 -0.4 1.1 0.0
Cl -6.0084 -0.8057 8.4099 0.2 -0.1 0.1
C -5.0900 -0.4948 7.0044 -0.5 0.7 -0.4
C -4.1432 -1.4380 6.5619 -0.6 0.1 1.3
C -3.5535 -1.2985 5.3681 -0.7 1.8 -0.3
Cl -2.5359 -2.5378 4.8634 0.7 -0.3 -0.7
C -3.7925 -0.0503 4.5551 1.5 -1.5 -1.4
O -3.1931 0.0450 3.4607 -0.7 0.4 1.0
C -4.7008 0.9396 5.0926 -0.3 -0.2 1.1
Cl -4.8516 2.4502 4.2646 -0.1 -0.6 0.2
C -5.3789 0.6811 6.2857 -0.4 1.1 -0.5
H -3.9027 -2.2507 7.2262 -0.1 -0.3 -0.1
H -6.1512 1.4216 6.6523 1.1 -1.1 -0.4
C 0.2438 -4.4897 0.9338 0.5 -1.2 0.0
Sb -0.1904 -3.4998 -0.8832 1.0 -0.8 -1.0
C -0.5059 -4.9911 -2.4074 -0.4 0.5 -0.5
C 1.8671 -2.8729 -1.4915 -0.1 1.0 1.5
C 2.4650 -3.3445 -2.7682 -0.3 -0.6 -1.4
C 3.2877 -4.4898 -2.8037 0.4 0.5 -0.6
C 4.0408 -4.7725 -3.9543 -0.6 -1.0 -0.2
C 3.9581 -3.9420 -5.0695 1.9 0.2 -0.4
C 3.1367 -2.8572 -5.1116 -0.8 -0.9 -0.2
C 2.2057 -2.7299 -4.0709 -1.1 1.9 1.2
C 0.9938 -1.8733 -4.3485 1.3 -1.0 0.0
Sb 1.2350 0.3552 -3.8883 -1.1 0.2 -1.1
C 2.3770 0.9389 -5.6586 -0.2 1.0 1.0
C -0.8255 1.1285 -4.5193 1.4 -0.6 -0.7
H 1.2654 -4.1315 1.0979 -0.2 0.0 0.4
H 0.3671 -5.6180 0.7633 -0.6 1.6 0.5
H -0.4300 -4.1657 1.7685 0.6 -0.6 -0.9
H -1.5537 -4.8648 -2.7446 0.6 -0.3 0.1
H -0.3650 -5.9499 -1.9299 -0.1 -0.3 0.0
H 0.1900 -4.9262 -3.2831 -0.5 0.3 0.9
H 2.5522 -3.1381 -0.6010 -1.1 0.4 -1.4
H 1.6644 -1.7481 -1.4437 0.7 -1.3 -0.3
H 3.3700 -5.1481 -1.9484 0.1 0.2 0.2
H 4.6216 -5.7072 -4.1282 -0.4 0.9 0.8
H 4.6753 -4.0921 -5.8852 -0.5 -0.2 0.2
H 3.0794 -2.2964 -6.0414 -0.2 0.1 0.3
H 0.0784 -2.1413 -3.8492 -0.2 -0.1 0.7
H 0.7569 -1.8810 -5.4276 0.3 0.5 0.3
H 1.6668 1.5769 -6.1608 -0.1 0.3 -0.4
H 2.6326 0.1306 -6.3117 0.2 -0.6 -0.1
H 3.2624 1.5553 -5.4201 -0.4 -0.5 0.0
H -0.8695 2.1936 -4.3483 0.0 0.2 0.5
H -1.5738 0.5700 -3.9708 -0.1 0.1 0.2
H -0.9608 1.0188 -5.6146 0.2 -0.3 0.6
S -2.1549 0.9044 -0.3555 1.0 -0.4 0.5
Sb -0.2941 1.7286 0.9634 -2.9 0.9 -0.8
C -1.0401 3.7281 1.0529 1.1 -0.1 0.1
C -2.3843 3.9498 1.2574 -1.1 -0.9 -0.3
C -2.9646 5.1186 0.8518 1.7 2.8 0.0
C -2.1549 6.2216 0.3601 -1.0 -2.1 0.6
C -0.7753 5.9862 0.1901 -1.3 0.5 1.1
C -0.2307 4.7736 0.6266 -0.9 0.1 -0.7
C 1.2522 1.9647 -0.5514 -0.6 0.2 0.8
C 2.3870 1.2485 -0.3006 1.2 -0.5 -0.1
C 3.5865 1.5070 -1.0087 -1.1 0.5 -1.0
C 3.5292 2.4498 -2.0711 -0.3 0.1 1.0
C 2.3261 3.1745 -2.3244 0.9 -0.2 -0.6
C 1.1947 2.9074 -1.5842 -1.4 0.7 0.2
C -0.3972 1.0072 3.0221 1.6 -1.4 -2.6
C 0.2249 -0.2029 3.2724 0.6 -1.3 -0.4
C 0.4924 -0.5454 4.5764 -0.9 0.0 1.3
C 0.1299 0.3058 5.6506 1.0 -0.4 -1.5
C -0.4156 1.5240 5.3280 -1.1 0.6 0.8
C -0.7773 1.8169 4.0110 -0.7 2.8 1.0
H -3.0469 3.1871 1.6609 0.2 -0.2 -0.1
H -3.9826 5.3534 1.0796 -0.6 -0.2 -0.1
H -2.7448 7.1476 0.2277 1.1 -0.4 -0.4
H -0.1270 6.7833 -0.1187 0.2 0.2 -0.2
H 0.8150 4.6305 0.5485 0.9 -0.1 -0.2
H 2.2731 0.4498 0.4357 0.8 0.2 0.0
H 4.4969 0.9744 -0.7519 -0.1 0.1 -0.2
H 4.4197 2.6995 -2.6494 -0.2 -0.2 0.2
H 2.2688 3.9930 -3.0814 0.3 -0.9 0.6
H 0.2690 3.4850 -1.8203 0.8 -0.6 0.5
H 0.4790 -0.9333 2.4714 -0.1 0.8 0.5
H 0.8777 -1.5064 4.8663 0.3 -0.3 -0.3
H 0.4187 -0.0004 6.6406 -0.2 0.2 0.3
H -0.6516 2.2830 6.0903 0.1 -0.6 -0.3
H -1.3407 2.7503 3.7973 0.7 -0.6 0.2